The following is a quantum chemistry calculation of a cluster of 16 separate species, C38H98Br2N8O23 in total, from the Open Molecules 2025 dataset.

Last column: Löwdin charge in e.
Geometry (Å):
C: 27.517 -1.476 -2.843  0.038
N: 28.212 -2.270 -3.944  -0.364
O: 29.356 -1.863 -4.256  0.017
O: 27.668 -3.321 -4.376  0.054
H: 27.830 -0.438 -2.731  0.085
H: 27.753 -1.936 -1.884  0.105
H: 26.441 -1.457 -3.016  0.055
C: 28.486 6.682 -8.294  0.048
N: 27.665 5.679 -8.964  -0.382
O: 27.973 5.304 -10.093  0.053
O: 26.636 5.223 -8.380  0.018
H: 28.198 6.723 -7.243  0.095
H: 28.291 7.678 -8.692  0.113
H: 29.535 6.415 -8.421  0.104
C: 22.510 -2.413 -7.025  0.034
N: 22.826 -3.425 -6.053  -0.475
O: 22.302 -4.501 -6.235  0.072
O: 23.555 -3.203 -5.128  0.065
H: 23.027 -1.546 -6.614  0.088
H: 21.428 -2.288 -6.966  0.101
H: 22.734 -2.811 -8.014  0.105
C: 28.455 4.008 -13.160  0.030
N: 29.212 3.212 -14.193  -0.421
O: 29.547 3.810 -15.217  0.054
O: 29.426 2.042 -13.897  0.045
H: 27.420 4.115 -13.486  0.079
H: 28.934 4.976 -13.012  0.100
H: 28.455 3.432 -12.234  0.077
C: 30.964 1.111 -5.388  0.030
N: 31.003 2.369 -4.714  -0.420
O: 31.611 2.403 -3.645  0.050
O: 30.489 3.419 -5.121  0.030
H: 30.444 0.361 -4.792  0.091
H: 32.007 0.833 -5.540  0.122
H: 30.411 1.113 -6.328  0.079
C: 23.542 3.861 -12.094  0.054
N: 25.018 4.049 -11.942  -0.389
O: 25.494 5.200 -12.137  0.037
O: 25.634 3.030 -11.735  0.041
H: 23.227 3.926 -13.135  0.105
H: 23.060 4.691 -11.578  0.090
H: 23.367 2.839 -11.760  0.096
C: 23.038 0.740 -4.520  0.029
N: 22.913 1.544 -5.745  -0.466
O: 23.379 2.632 -5.831  0.045
O: 22.235 1.092 -6.628  0.050
H: 22.072 0.236 -4.484  0.111
H: 22.991 1.483 -3.724  0.095
H: 23.920 0.103 -4.564  0.065
C: 24.999 5.752 -4.608  0.045
N: 24.430 6.920 -5.410  -0.406
O: 25.252 7.627 -6.001  0.044
O: 23.218 7.045 -5.436  0.056
H: 25.730 6.163 -3.912  0.066
H: 25.489 5.030 -5.262  0.089
H: 24.234 5.222 -4.040  0.088
Br: 25.462 0.118 -9.123  0.630
C: 26.038 2.002 -8.497  -0.558
C: 27.115 1.784 -7.481  -0.632
Br: 26.326 1.096 -5.800  0.703
H: 25.174 2.556 -8.130  0.037
H: 26.414 2.543 -9.365  0.042
H: 27.489 2.763 -7.182  0.050
H: 27.854 1.072 -7.848  0.033
C: 28.262 5.182 -3.699  -0.078
C: 28.859 6.583 -3.685  -0.251
O: 27.889 7.542 -4.104  -0.181
C: 27.860 8.682 -3.307  -0.297
C: 29.118 9.534 -3.482  -0.072
H: 27.376 5.022 -3.085  0.052
H: 28.081 4.791 -4.700  0.067
H: 28.971 4.476 -3.267  0.067
H: 29.314 6.849 -2.731  0.115
H: 29.722 6.623 -4.350  0.118
H: 26.981 9.232 -3.642  0.116
H: 27.648 8.462 -2.261  0.119
H: 28.893 10.517 -3.068  0.070
H: 29.360 9.851 -4.497  0.079
H: 29.940 9.082 -2.927  0.070
C: 31.071 3.004 -9.025  -0.055
C: 30.547 1.664 -9.581  -0.265
O: 30.611 0.633 -8.604  -0.180
C: 29.945 -0.558 -9.033  -0.271
C: 29.964 -1.621 -7.919  -0.056
H: 30.261 3.480 -8.472  0.056
H: 31.941 2.897 -8.376  0.075
H: 31.419 3.552 -9.900  0.074
H: 29.517 1.842 -9.892  0.106
H: 31.142 1.341 -10.436  0.119
H: 28.891 -0.498 -9.306  0.095
H: 30.422 -1.000 -9.907  0.113
H: 30.963 -1.824 -7.533  0.080
H: 29.568 -2.547 -8.337  0.063
H: 29.311 -1.388 -7.078  0.055
C: 25.586 2.357 -2.483  -0.071
C: 24.810 1.455 -1.467  -0.244
O: 24.704 0.214 -2.108  -0.235
C: 23.932 -0.692 -1.374  -0.264
C: 24.151 -2.062 -2.067  -0.058
H: 26.450 1.871 -2.936  0.033
H: 24.928 2.648 -3.302  0.035
H: 25.976 3.296 -2.090  0.063
H: 25.426 1.351 -0.574  0.120
H: 23.792 1.807 -1.301  0.118
H: 24.375 -0.795 -0.384  0.117
H: 22.884 -0.401 -1.305  0.120
H: 25.089 -2.553 -1.807  0.067
H: 24.142 -1.948 -3.151  0.045
H: 23.340 -2.711 -1.737  0.081
C: 26.089 0.331 -13.504  -0.054
C: 26.968 -0.723 -14.284  -0.227
O: 26.422 -2.041 -14.327  -0.197
C: 26.895 -2.742 -15.439  -0.294
C: 26.114 -4.068 -15.331  -0.060
H: 25.656 0.094 -12.532  0.042
H: 26.630 1.277 -13.470  0.040
H: 25.263 0.759 -14.073  0.066
H: 26.879 -0.314 -15.291  0.108
H: 28.008 -0.782 -13.964  0.113
H: 26.768 -2.198 -16.375  0.112
H: 27.974 -2.894 -15.417  0.110
H: 26.232 -4.519 -14.345  0.067
H: 26.260 -4.842 -16.084  0.069
H: 25.055 -3.822 -15.404  0.071
C: 19.345 3.436 -10.947  -0.059
C: 20.536 3.069 -10.033  -0.273
O: 21.356 4.188 -9.668  -0.173
C: 22.319 3.802 -8.666  -0.260
C: 23.332 4.954 -8.510  -0.042
H: 19.670 4.099 -11.749  0.071
H: 18.921 2.567 -11.449  0.057
H: 18.524 3.887 -10.389  0.075
H: 20.093 2.666 -9.122  0.110
H: 21.131 2.294 -10.516  0.093
H: 21.763 3.529 -7.769  0.098
H: 22.788 2.854 -8.928  0.094
H: 23.744 5.284 -9.463  0.062
H: 24.181 4.684 -7.881  0.043
H: 22.811 5.790 -8.044  0.077
C: 22.879 -1.974 -11.285  -0.046
C: 22.141 -0.825 -10.547  -0.277
O: 21.226 -1.480 -9.699  -0.193
C: 20.162 -0.784 -9.064  -0.238
C: 19.088 -0.286 -10.116  -0.050
H: 23.079 -2.867 -10.693  0.068
H: 22.410 -2.343 -12.197  0.075
H: 23.838 -1.519 -11.530  0.044
H: 22.773 -0.106 -10.026  0.047
H: 21.634 -0.172 -11.257  0.099
H: 19.806 -1.372 -8.218  0.106
H: 20.500 0.103 -8.529  0.089
H: 18.395 0.152 -9.398  0.072
H: 18.566 -1.097 -10.623  0.072
H: 19.455 0.431 -10.850  0.042
C: 28.151 -3.149 -11.906  -0.070
C: 28.284 -4.389 -11.026  -0.238
O: 27.948 -4.173 -9.636  -0.181
C: 26.574 -3.725 -9.474  -0.270
C: 26.260 -3.735 -7.975  -0.061
H: 28.816 -2.401 -11.474  0.070
H: 28.572 -3.335 -12.894  0.072
H: 27.161 -2.755 -12.136  0.065
H: 27.572 -5.163 -11.312  0.107
H: 29.306 -4.765 -10.981  0.119
H: 26.351 -2.712 -9.812  0.065
H: 25.892 -4.413 -9.973  0.115
H: 27.026 -3.163 -7.451  0.063
H: 26.299 -4.759 -7.602  0.085
H: 25.326 -3.207 -7.783  0.051

The LUMO energy is -0.50 eV. Its total energy is -8822.2715 Eh. Its highest occupied orbital energy is -9.5 eV. As for the HOMO-LUMO gap: 9.045 eV.